Computed, not measured: C9H27Co2N9O22P as an isolated structure in a non-equilibrium geometry, with ωB97M-V with the def2-TZVPD basis set.

Atoms and positions in Å:
1 Co 0.071 2.595 1.177
2 Co -0.522 -0.040 -1.651
3 P 0.591 0.202 0.323
4 O -0.660 -0.691 0.197
5 O -2.695 3.363 -2.691
6 O 0.525 3.191 3.352
7 O 1.805 1.860 -4.010
8 O 2.117 -3.482 3.588
9 O -2.428 -3.555 -0.620
10 O 0.629 0.149 -3.574
11 O 1.304 -0.099 -0.977
12 O -0.976 2.085 -2.765
13 O -4.479 0.235 -0.817
14 O -0.161 1.346 -0.337
15 O 2.050 3.264 0.296
16 O 1.089 1.025 1.546
17 O -3.624 -2.552 0.913
18 O -0.345 -2.126 -2.313
19 O -2.661 -0.367 -1.837
20 O 2.712 3.600 -1.794
21 O 2.625 3.661 3.342
22 O -1.441 0.607 4.101
23 O 2.371 -2.339 1.750
24 O -1.558 1.813 2.273
25 O 0.271 -3.879 -3.335
26 N -2.635 -3.129 0.530
27 N 1.673 3.012 3.737
28 N 0.307 -3.128 -2.405
29 N 1.703 0.650 -3.776
30 N -1.491 3.174 -2.704
31 N 2.772 3.018 -0.720
32 N 1.844 -2.526 2.850
33 N -3.868 -0.495 -1.565
34 N -1.895 0.845 2.986
35 C -4.575 -1.670 -2.191
36 C -1.630 -3.506 1.523
37 C 0.799 -1.539 3.268
38 C -2.906 -0.055 2.385
39 C -0.594 4.385 -2.687
40 C 1.954 1.901 4.648
41 C 3.710 1.907 -0.626
42 C 2.874 -0.174 -4.075
43 C 1.321 -3.439 -1.323
44 H 1.013 -2.781 -0.511
45 H 3.481 -0.119 -3.172
46 H -1.069 5.117 -3.340
47 H 2.115 1.044 3.994
48 H -1.663 -4.595 1.575
49 H 3.349 1.370 0.251
50 H -2.967 -1.037 2.855
51 H 1.207 -4.496 -1.081
52 H 2.538 -1.189 -4.287
53 H -1.995 -3.045 2.441
54 H -3.939 0.290 2.427
55 H 0.354 -1.893 4.198
56 H -0.640 -3.175 1.211
57 H 0.002 -1.425 2.533
58 H 3.677 1.322 -1.545
59 H 1.089 1.764 5.297
60 H 1.329 -0.604 3.449
61 H -5.048 -1.318 -3.107
62 H -0.670 4.605 -1.622
63 H -2.629 0.003 1.333
64 H 0.412 4.096 -2.991
65 H -5.342 -2.142 -1.577
66 H 2.773 2.246 5.279
67 H 3.477 0.249 -4.878
68 H 4.709 2.326 -0.510
69 H -3.848 -2.437 -2.460
70 H 2.308 -3.273 -1.754

Results
Orbital gap (spin up / spin down): 8.35 / 8.04 eV
HOMO energy (spin up / spin down): -11.89 / -11.79 eV
Multiplicity: 7
Expectation value of S²: 12.01
Net charge: +1
ΔE to the lowest compared entry with this formula, charge and spin: 0.00 kcal/mol

=====

Computed, not measured: a 2-piece molecular cluster, C3H10O2Si overall in a non-equilibrium geometry, with ωB97M-V with the def2-TZVPD basis set.

Atoms and positions in Å:
1 Si -1.875 1.940 0.800
2 O 1.706 -0.991 0.556
3 O -2.983 2.096 -0.388
4 C 2.716 -1.745 -1.409
5 C -1.440 0.098 0.773
6 C 2.214 -0.629 -0.558
7 H 2.238 -2.712 -1.189
8 H -2.025 -0.420 0.021
9 H -0.391 -0.042 0.540
10 H 1.640 -1.964 0.742
11 H -3.400 2.933 -0.572
12 H -1.631 -0.372 1.732
13 H 3.779 -1.826 -1.168
14 H -0.714 2.784 0.515
15 H 2.643 -1.510 -2.465
16 H -2.478 2.360 2.072

Results
Orbital gap (spin up / spin down): 7.33 / 9.93 eV
HOMO energy (spin up / spin down): -6.46 / -10.63 eV
Multiplicity: 3
Expectation value of S²: 2.00
Net charge: 0
ΔE to the lowest compared entry with this formula, charge and spin: 0.00 kcal/mol

=====

Computed, not measured: one molecule with the formula C3H6NP in a non-equilibrium geometry, with ωB97M-V with the def2-TZVPD basis set.

Atoms and positions in Å:
1 P -0.611 0.760 -1.019
2 N 0.862 0.306 -1.223
3 C 1.072 -0.606 0.964
4 C -1.600 0.302 0.169
5 C 1.321 -0.707 -0.318
6 H 0.277 0.117 1.109
7 H -1.498 -0.746 0.472
8 H 1.832 -1.513 -0.793
9 H -2.362 1.000 0.412
10 H -0.888 2.038 -1.576
11 H 1.596 -0.951 1.803

Results
Orbital gap: 8.35 eV
HOMO energy: -8.19 eV
Multiplicity: 1
SMILES: C=CN=[PH]=C
Net charge: 0
ΔE to the lowest compared entry with this formula, charge and spin: 57.45 kcal/mol

=====

Computed, not measured: C3H5N3S as an isolated structure in a non-equilibrium geometry, with ωB97M-V with the def2-TZVPD basis set.

Atoms and positions in Å:
1 S -0.448 -2.321 0.204
2 N -0.285 2.850 0.294
3 N -0.673 0.440 0.517
4 N 1.047 -0.416 -0.807
5 C 0.070 1.518 0.103
6 C 1.164 0.999 -0.589
7 C -0.083 -0.668 -0.291
8 H 0.532 3.698 -0.087
9 H -0.199 -2.398 1.951
10 H 2.095 1.592 -0.946
11 H -1.628 0.090 0.988
12 H -1.157 2.953 -0.549

Results
Orbital gap: 7.92 eV
HOMO energy: -8.19 eV
Multiplicity: 1
Net charge: 0
ΔE to the lowest compared entry with this formula, charge and spin: 103.94 kcal/mol

=====

Computed, not measured: one molecule with the formula C4H8O3, with ωB97M-V with the def2-TZVPD basis set.

Atoms and positions in Å:
1 O -0.233 -0.758 -1.030
2 O 2.466 -0.949 -0.241
3 O -1.514 0.201 0.547
4 C -2.671 -0.308 -0.119
5 C 2.116 0.402 -0.081
6 C -0.340 -0.076 -0.032
7 C 0.814 0.566 0.695
8 H 0.901 0.095 1.681
9 H -3.503 -0.138 0.563
10 H 2.028 0.909 -1.051
11 H -2.833 0.237 -1.053
12 H -2.562 -1.371 -0.340
13 H 2.933 0.875 0.468
14 H 0.573 1.621 0.864
15 H 1.824 -1.307 -0.872

Results
Orbital gap: 11.13 eV
HOMO energy: -10.30 eV
Multiplicity: 1
SMILES: COC(=O)CCO
Net charge: 0
ΔE to the lowest compared entry with this formula, charge and spin: 17.55 kcal/mol

=====

Computed, not measured: a 11-piece molecular cluster, C18H43Cl2N7O23 overall in a non-equilibrium geometry, with ωB97M-V with the def2-TZVPD basis set.

Atoms and positions in Å:
1 Cl -0.629 6.012 -1.596
2 Cl 2.255 5.924 -3.269
3 O -2.410 2.552 -0.775
4 O 1.071 1.032 0.090
5 O -6.263 -4.267 -0.692
6 O -2.875 4.229 1.881
7 O 4.216 5.710 3.140
8 O 0.221 -3.199 -0.635
9 O 2.785 1.788 -2.911
10 O -3.519 0.741 -0.506
11 O 2.770 -3.090 1.732
12 O -5.443 -4.010 -2.784
13 O 0.370 -4.201 3.327
14 O -4.577 -2.892 -1.015
15 O -0.443 -4.900 5.265
16 O -0.177 1.915 -4.092
17 O 3.738 4.046 1.818
18 O 3.978 0.942 -1.196
19 O 1.717 -5.260 4.697
20 O -0.696 4.476 2.113
21 O -0.396 -0.312 0.848
22 O 3.540 -2.245 -0.141
23 O 1.672 -3.088 -2.182
24 O 0.880 0.194 -4.905
25 O 2.268 4.663 3.499
26 N 0.105 0.337 -0.080
27 N 3.111 -2.167 1.020
28 N 3.451 0.917 -2.306
29 N 0.038 1.073 -4.921
30 N -3.453 1.949 -0.590
31 N 1.154 -3.653 -1.260
32 N -1.738 3.817 2.164
33 C 1.531 -5.089 -0.916
34 C 0.292 4.546 -1.929
35 C 3.732 -0.237 -3.166
36 C -5.426 -3.752 -1.577
37 C -7.357 -5.133 -1.018
38 C -3.445 -2.485 -1.737
39 C -1.546 2.390 2.598
40 C 4.091 6.519 4.258
41 C 2.055 -6.212 5.690
42 C 0.974 4.740 -3.283
43 C -0.866 1.151 -6.073
44 C 3.320 4.805 2.863
45 C -0.365 0.110 -1.510
46 C -0.813 -3.443 3.051
47 C 0.458 -4.830 4.451
48 C 3.213 -0.825 1.722
49 C 2.807 3.127 1.269
50 C -4.671 2.755 -0.311
51 H 4.778 -0.242 -3.471
52 H -5.347 2.870 -1.159
53 H -6.958 -6.145 -0.949
54 H 3.655 -0.027 1.125
55 H 3.292 2.506 0.516
56 H -0.716 0.337 -6.782
57 H 2.533 -5.285 -1.297
58 H -2.759 -1.937 -1.091
59 H -8.154 -4.998 -0.286
60 H 3.755 -0.972 2.656
61 H -1.723 -3.987 2.800
62 H 5.081 6.960 4.374
63 H -2.885 -3.374 -2.028
64 H -0.397 3.706 -1.838
65 H 3.859 5.921 5.139
66 H -0.740 1.052 -1.911
67 H 3.030 -0.177 -3.998
68 H -2.467 1.908 2.269
69 H -0.594 -2.797 2.200
70 H -0.659 1.970 -6.761
71 H 0.217 5.017 -4.016
72 H -1.862 1.139 -5.632
73 H 2.206 -0.593 2.068
74 H 1.993 3.654 0.771
75 H -3.766 -1.874 -2.581
76 H -5.256 2.145 0.377
77 H -1.043 -0.740 -1.590
78 H -1.034 -2.758 3.870
79 H 3.439 7.361 4.024
80 H 1.395 3.844 -3.741
81 H -0.663 1.928 2.156
82 H 2.483 2.419 2.031
83 H -1.483 2.390 3.686
84 H 0.611 0.045 -1.989
85 H -7.745 -5.129 -2.036
86 H 0.770 -5.739 -1.348
87 H 2.504 -5.675 6.526
88 H 1.475 -5.280 0.156
89 H -4.307 3.717 0.050
90 H 2.919 -6.744 5.293
91 H 1.058 4.453 -1.159
92 H 1.330 -6.984 5.950
93 H 3.475 -1.056 -2.493

Results
Orbital gap (spin up / spin down): 8.69 / 1.56 eV
HOMO energy (spin up / spin down): -11.60 / -11.60 eV
Multiplicity: 2
Expectation value of S²: 0.75
Net charge: +1

=====

Computed, not measured: an isolated ion of composition C12H11O3 and charge -1, with ωB97M-V with the def2-TZVPD basis set.

Atoms and positions in Å:
1 O 4.160 2.297 0.812
2 O 3.906 0.471 2.039
3 O 2.216 3.179 -0.473
4 C 0.427 -0.415 -1.760
5 C -1.493 -2.266 1.458
6 C 0.285 -0.763 0.698
7 C 1.530 2.194 -0.082
8 C 3.434 1.255 1.233
9 C 0.054 2.224 -0.362
10 C 2.071 1.115 0.667
11 C 1.379 -0.019 1.133
12 C -0.235 -0.860 -0.661
13 C -2.098 -2.213 0.177
14 C -1.492 -1.543 -0.828
15 C -0.342 -1.579 1.682
16 H 3.553 2.842 0.204
17 H -3.039 -2.726 0.011
18 H -1.962 -2.840 2.247
19 H 0.098 -1.586 2.673
20 H -0.145 1.620 -1.256
21 H -0.519 1.789 0.453
22 H 1.407 0.023 -1.698
23 H -1.937 -1.521 -1.817
24 H 1.830 -0.401 2.048
25 H -0.258 3.250 -0.548
26 H 0.030 -0.585 -2.748

Results
Orbital gap (spin up / spin down): 6.41 / 6.41 eV
HOMO energy (spin up / spin down): -3.17 / -3.17 eV
Multiplicity: 1
SMILES: C=c1cccc/c1=C/C(C(=O)O)=C(\C)[O-]
Net charge: -1
ΔE to the lowest compared entry with this formula, charge and spin: 0.00 kcal/mol

=====

Computed, not measured: C33H34BClN8O5Tc as an isolated structure, with ωB97M-V with the def2-TZVPD basis set.

Atoms and positions in Å:
1 Tc -0.372 -0.169 -0.479
2 Cl 7.517 2.390 -3.809
3 O 2.018 1.686 -0.108
4 O -0.628 -1.416 -2.207
5 O 3.308 0.545 1.578
6 O 1.762 -0.070 -1.439
7 O 2.009 2.358 2.183
8 N -0.067 -1.581 1.060
9 N -5.648 3.038 6.151
10 N -1.016 1.690 -1.276
11 N 0.471 -2.579 -3.786
12 N -2.018 4.153 -2.037
13 N 0.037 -3.333 3.201
14 N -1.524 0.539 0.981
15 N -1.636 -3.227 -3.103
16 C -1.830 2.388 -0.455
17 C -4.754 2.081 6.380
18 C 5.076 1.625 2.764
19 C 6.051 1.964 -3.025
20 C -0.791 -2.301 3.198
21 C 1.471 1.113 4.148
22 C 3.921 -0.366 3.731
23 C 0.827 -3.481 2.140
24 C -1.672 -0.171 2.120
25 C 3.054 3.035 4.257
26 C 3.748 0.909 2.935
27 C 3.694 1.274 -1.764
28 C -0.599 -2.384 -3.012
29 C -4.005 2.045 4.104
30 C 2.450 0.888 -1.105
31 C 0.780 -2.614 1.063
32 C -4.937 3.050 3.863
33 C -1.224 3.450 -2.837
34 C 4.247 0.426 -2.726
35 C -2.934 2.244 1.837
36 C 5.427 0.764 -3.356
37 C 2.588 1.851 3.434
38 C -0.717 2.216 -2.464
39 C 5.513 2.820 -2.070
40 C 4.336 2.471 -1.438
41 C -2.131 1.739 0.838
42 C -0.853 -1.397 2.144
43 C -2.476 0.294 3.140
44 C -3.136 1.521 3.020
45 C -5.726 3.504 4.908
46 C -2.318 3.623 -0.862
47 C 0.605 -3.637 -4.775
48 C -3.922 1.555 5.405
49 B 2.440 1.520 1.216
50 H 4.703 -0.972 3.275
51 H 4.969 2.535 2.174
52 H 5.876 0.112 -4.091
53 H -3.386 3.214 1.706
54 H 0.574 -4.622 -4.308
55 H 1.136 0.253 3.568
56 H -3.211 0.795 5.694
57 H 3.007 -0.955 3.768
58 H 3.666 3.713 3.669
59 H 1.221 -1.921 -3.641
60 H 2.194 3.588 4.631
61 H 4.229 -0.139 4.752
62 H -1.670 -3.971 -3.777
63 H -2.464 -3.024 -2.569
64 H 3.759 -0.511 -2.956
65 H -0.074 1.635 -3.111
66 H -5.092 3.473 2.882
67 H 3.635 2.700 5.116
68 H 5.512 1.890 3.726
69 H -0.171 -3.563 -5.537
70 H 1.567 -3.528 -5.267
71 H -2.591 -0.305 4.029
72 H 1.790 0.761 5.127
73 H -4.695 1.713 7.396
74 H -6.462 4.279 4.733
75 H 1.411 -2.734 0.193
76 H -1.428 -2.183 4.065
77 H -0.981 3.879 -3.799
78 H -2.972 4.199 -0.221
79 H 6.020 3.743 -1.832
80 H 1.514 -4.317 2.146
81 H 5.770 0.963 2.247
82 H 3.911 3.135 -0.700
83 H 0.631 1.795 4.282

Results
Orbital gap (spin up / spin down): 7.10 / 6.20 eV
HOMO energy (spin up / spin down): -13.38 / -13.12 eV
Multiplicity: 4
Expectation value of S²: 3.77
Net charge: +2
ΔE to the lowest compared entry with this formula, charge and spin: 0.00 kcal/mol

=====

Computed, not measured: C27H47AgFN2O12PbS as an isolated structure in a non-equilibrium geometry, with ωB97M-V with the def2-TZVPD basis set.

Atoms and positions in Å:
1 Pb -2.107 0.248 1.905
2 Ag -2.152 3.271 -0.661
3 S -0.985 0.662 -0.935
4 F 1.772 4.815 -4.868
5 O -0.320 0.179 0.272
6 O 3.162 3.888 0.701
7 O -0.555 1.973 -1.315
8 O 4.172 2.920 -0.931
9 O 5.198 4.626 0.208
10 O -2.990 -3.089 -4.498
11 O 1.614 -2.639 -3.755
12 O -2.077 -1.283 4.169
13 O -0.926 -0.283 -2.079
14 O 3.118 -3.686 -5.078
15 O -2.343 1.020 -0.608
16 O 2.986 -3.988 -2.826
17 N -2.906 -2.009 -1.880
18 N -1.352 -0.097 4.674
19 C 2.239 2.931 0.267
20 C 4.239 3.880 -0.021
21 C 2.881 -3.448 -0.496
22 C 2.348 0.760 -4.733
23 C 3.145 2.996 -5.018
24 C 1.032 1.262 -4.563
25 C 1.290 -2.561 -2.377
26 C -3.659 -1.863 -4.294
27 C -4.078 -1.634 -2.791
28 C 0.699 -0.691 3.348
29 C 0.251 1.808 6.307
30 C 0.825 1.099 5.073
31 C -2.265 -3.252 -5.707
32 C 0.554 -1.417 5.726
33 C -2.084 0.741 5.729
34 C 2.087 -3.743 -1.786
35 C -1.274 2.079 6.074
36 C 0.149 -0.307 4.744
37 C 3.404 1.605 -4.975
38 C 1.849 3.478 -4.838
39 C 2.842 2.400 -1.038
40 C -4.474 -0.148 -2.525
41 C -2.413 -0.029 7.006
42 C -3.416 1.326 5.180
43 C 2.598 -3.521 -3.957
44 C 0.803 2.584 -4.674
45 C 2.953 0.904 -1.008
46 H 1.225 3.327 0.210
47 H -1.642 2.530 6.995
48 H -5.506 0.074 -2.794
49 H 1.775 -0.610 3.190
50 H 0.418 1.204 7.198
51 H 0.694 1.726 4.191
52 H 2.287 -3.718 0.377
53 H -3.017 -1.901 -0.882
54 H 1.496 -4.657 -1.719
55 H 0.230 -2.798 -2.289
56 H 2.555 -0.299 -4.686
57 H -1.676 -0.351 7.743
58 H 0.868 2.702 6.392
59 H -3.870 2.129 5.761
60 H -4.836 -2.338 -2.447
61 H 0.326 0.025 2.616
62 H 3.187 -2.407 -0.393
63 H 0.204 0.635 -4.266
64 H 2.187 2.754 -1.835
65 H -0.037 -1.387 6.641
66 H 4.385 1.161 -5.052
67 H -0.197 2.989 -4.689
68 H 3.860 -3.926 -0.517
69 H -3.714 0.498 -2.965
70 H 0.366 -2.390 5.273
71 H -1.509 2.881 5.375
72 H -2.999 -3.212 -6.512
73 H 3.302 0.557 -0.036
74 H -2.978 -1.049 -4.544
75 H -2.571 -2.927 -2.138
76 H 0.386 -1.682 3.020
77 H 1.531 -1.640 -1.845
78 H -4.541 -1.770 -4.927
79 H -2.801 -1.011 6.737
80 H -2.165 -1.343 -2.047
81 H -4.561 0.122 -1.473
82 H -1.862 -4.264 -5.752
83 H -3.139 0.477 7.642
84 H -1.464 -2.535 -5.883
85 H 1.587 -1.198 5.999
86 H 1.949 0.509 -1.166
87 H 1.875 0.884 5.272
88 H 3.931 3.684 -5.294
89 H -3.130 1.659 4.182
90 H -4.086 0.494 4.965
91 H 2.227 2.125 1.001
92 H 3.613 0.499 -1.775

Results
Orbital gap (spin up / spin down): 5.40 / 5.92 eV
HOMO energy (spin up / spin down): -9.68 / -10.74 eV
Multiplicity: 3
Expectation value of S²: 2.01
Net charge: +1

=====

Computed, not measured: C12H20Cl2N2ScSe as an isolated structure in a non-equilibrium geometry, with ωB97M-V with the def2-TZVPD basis set.

Atoms and positions in Å:
1 Se -2.181 0.221 0.838
2 Sc 0.009 1.503 1.452
3 Cl 2.059 1.249 2.458
4 Cl 0.013 3.376 0.149
5 N -1.140 0.947 3.504
6 N -0.686 -1.097 2.923
7 C -0.252 -0.933 4.217
8 C 1.045 -1.416 -2.515
9 C 0.093 1.136 -3.770
10 C -1.390 -0.006 2.522
11 C -1.630 2.324 3.505
12 C -0.481 -2.264 2.083
13 C -0.558 0.327 4.605
14 C 1.468 -1.720 -1.239
15 C 1.480 0.970 -3.200
16 C -0.933 0.146 -3.117
17 C -0.455 -1.160 -2.838
18 C 1.979 -0.483 -3.350
19 H 2.182 1.589 -3.763
20 H -0.263 -3.114 2.731
21 H 2.308 -1.198 -0.784
22 H -0.463 0.841 5.548
23 H 0.340 -2.110 1.375
24 H -0.265 2.160 -3.644
25 H 0.213 -1.738 4.761
26 H -0.806 3.071 3.483
27 H 1.801 -0.810 -4.383
28 H 0.125 0.964 -4.849
29 H 0.736 -2.126 -0.509
30 H 1.161 -2.444 -2.958
31 H 3.036 -0.611 -3.021
32 H -2.331 2.473 2.673
33 H -1.808 0.089 -3.771
34 H -1.080 -2.048 -2.785
35 H -1.398 -2.440 1.519
36 H 1.479 1.293 -2.149
37 H -2.171 2.465 4.452
38 H -1.237 0.572 -2.154

Results
Orbital gap (spin up / spin down): 3.50 / 3.07 eV
HOMO energy (spin up / spin down): -1.11 / -0.75 eV
Multiplicity: 1
Net charge: -1
ΔE to the lowest compared entry with this formula, charge and spin: 0.00 kcal/mol